Formula: C2H6O2SSi
Source: OMol25
Level of theory: wB97M-V/def2-TZVPD

CARTESIAN COORDINATES (ANGSTROEM)
1 S -2.3290 -0.2049 0.9786
2 Si 1.2288 -0.9498 -1.7195
3 O 0.6150 0.1627 -0.7023
4 O 1.7854 0.6380 1.2734
5 C -1.0532 0.8101 1.6818
6 C 0.8727 0.4716 0.5333
7 H 1.7982 -0.3661 -2.9933
8 H -0.1473 -1.2395 -2.2403
9 H -0.7991 0.6196 2.6841
10 H -2.3870 0.1791 -0.3416
11 H 1.6294 -1.9935 -0.7476
12 H -1.2140 1.8727 1.5934

Cartesian forces, eV/Å:
S -0.3 -0.2 -0.1
Si -1.8 -1.2 -1.8
O 0.4 2.2 1.8
O 0.5 -0.6 -1.8
C 2.1 0.2 -3.7
C -3.6 1.4 3.9
H 0.7 -0.3 1.0
H 0.5 -0.7 -0.2
H 0.3 -1.0 1.0
H 0.4 0.2 1.0
H 0.8 0.0 -0.7
H 0.0 0.2 -0.4

## Properties
gap between HOMO and LUMO	0.3023	hartree
lowest unoccupied orbital energy	0.32	eV
total charge	0
relative energy (zero: lowest compared OMol25 entry of this formula, charge and spin)	239.7	kJ/mol


Formula: C46H56AsBF4N6OSi2Y
Source: OMol25
Level of theory: wB97M-V/def2-TZVPD

CARTESIAN COORDINATES (ANGSTROEM)
1 Y 11.9848 14.8388 14.9884
2 As 12.4667 9.6258 14.3395
3 Si 10.7225 8.2488 15.0869
4 Si 13.9919 7.9226 14.3694
5 F 9.8591 14.8326 15.5482
6 F 8.8032 13.9725 13.5593
7 F 10.7333 13.0010 14.4018
8 F 8.5501 12.7810 15.4211
9 O 22.3264 13.7709 22.6004
10 N 16.1462 13.6566 20.3300
11 N 12.2031 14.5440 17.3847
12 N 12.0768 17.1951 15.1497
13 N 11.9870 15.7068 12.8458
14 N 13.8137 13.6086 15.2833
15 N 17.4541 13.3084 18.5665
16 C 12.4755 17.7283 11.4119
17 C 14.5693 12.9763 14.2966
18 C 14.4248 14.4563 11.4917
19 C 23.6272 13.6483 22.0410
20 C 14.3334 13.7305 16.5155
21 C 12.5267 19.2880 13.9209
22 C 13.9983 6.4928 15.6260
23 C 13.5059 14.1497 17.6236
24 C 15.6891 8.7756 14.7804
25 C 12.1193 17.8256 13.9993
26 C 16.5395 13.0375 15.6837
27 C 11.4950 13.1556 9.5404
28 C 13.8701 7.1370 12.6303
29 C 21.1873 13.5414 21.9095
30 C 15.9473 12.8037 14.4251
31 C 16.1971 13.5032 18.0845
32 C 10.2517 18.1603 16.6616
33 C 13.1426 14.5835 20.0549
34 C 10.6597 14.9022 11.0500
35 C 9.1399 9.3149 14.8869
36 C 9.9214 18.7399 17.9171
37 C 10.5264 14.0233 9.9204
38 C 10.9652 19.0308 18.8093
39 C 10.5444 7.7608 16.9336
40 C 11.4318 15.0037 18.3738
41 C 11.6259 17.7928 16.3900
42 C 12.9902 14.1314 11.1751
43 C 10.3082 6.6366 14.1323
44 C 13.9869 14.1602 18.9862
45 C 15.7246 13.4581 16.7607
46 C 14.0482 18.2220 16.7563
47 C 11.8760 15.1216 19.7079
48 C 12.6262 18.2766 17.2253
49 C 18.6283 13.3713 20.6567
50 C 19.8264 12.9875 19.9870
51 C 12.7883 13.1945 10.1744
52 C 12.1021 17.0731 12.7455
53 C 19.9420 13.8259 22.6164
54 C 11.9126 14.8763 11.7142
55 C 17.4231 13.4483 19.8893
56 C 18.7054 13.7935 22.0157
57 C 12.2886 18.8972 18.4515
58 C 21.0495 13.0987 20.5891
59 C 9.5057 15.7742 11.4162
60 C 15.3594 13.7625 19.1784
61 C 9.2646 17.9658 15.5623
62 B 9.3838 13.5488 14.6852
63 H 11.1993 6.0528 13.8595
64 H 14.7645 5.8235 15.2618
65 H 9.7568 6.8248 13.2337
66 H 17.5549 13.0135 15.8816
67 H 12.7154 19.6313 12.8580
68 H 19.6743 12.6234 19.0007
69 H 24.3570 13.9004 22.7586
70 H 16.4783 8.0535 14.5202
71 H 14.2134 6.1166 12.7341
72 H 14.1979 17.5001 15.9624
73 H 13.1893 19.2797 18.9610
74 H 15.7800 8.9120 15.8601
75 H 13.5533 17.9378 11.1816
76 H 13.5918 14.7276 21.0516
77 H 12.8931 7.0449 12.1388
78 H 14.4462 7.7220 11.9130
79 H 8.8122 9.8043 13.9915
80 H 15.0853 13.6466 11.9970
81 H 8.9323 10.0047 15.7031
82 H 9.9390 8.4533 17.5220
83 H 11.5369 7.7033 17.4298
84 H 23.7383 14.2571 21.1565
85 H 8.8780 19.0042 18.1500
86 H 13.4878 19.3616 14.3962
87 H 15.7585 9.7000 14.1503
88 H 12.0009 18.7141 11.3642
89 H 11.2546 15.5462 20.4958
90 H 9.5040 6.1065 14.6955
91 H 10.0578 6.7923 17.0408
92 H 8.5323 15.3977 11.0677
93 H 9.6180 17.3697 14.7014
94 H 14.6796 18.0278 17.6583
95 H 9.5076 15.9618 12.4612
96 H 9.6206 14.0357 9.3686
97 H 21.8949 12.8138 20.0022
98 H 8.9556 18.9419 15.1532
99 H 14.5090 15.3784 12.0740
100 H 17.8097 13.9641 22.6086
101 H 14.8944 14.6915 10.4991
102 H 14.2758 6.6209 16.7150
103 H 23.7866 12.5956 21.6487
104 H 10.6512 19.4774 19.7557
105 H 12.0118 17.1254 10.6231
106 H 19.9617 14.3575 23.5723
107 H 9.5569 16.7431 10.8773
108 H 8.3700 17.4869 15.9238
109 H 11.8590 20.0755 14.3431
110 H 16.5775 12.7081 13.5857
111 H 10.3764 15.1541 18.1684
112 H 11.3676 12.3469 8.8168
113 H 14.3234 19.1831 16.3351
114 H 13.9731 12.6544 13.4843
115 H 8.3016 8.5752 15.0351
116 H 13.5379 12.4213 9.9046
117 H 12.9937 5.9524 15.6679
118 H 15.8422 13.9189 21.3061

Cartesian forces, eV/Å:
Y -1.8 1.3 -0.8
As -0.4 0.2 0.4
Si -2.6 0.1 0.2
Si 1.4 -0.4 0.6
F -0.6 -1.2 -0.7
F 0.3 0.4 -0.3
F -0.8 0.3 0.4
F 1.1 0.2 0.3
O -0.5 0.1 0.3
N -1.1 1.0 0.6
N 0.8 -0.1 0.5
N -1.7 -1.7 0.9
N 0.9 1.6 1.1
N 2.2 -2.8 -1.1
N 0.5 0.0 -0.2
C -0.8 0.3 0.1
C -0.6 1.6 2.5
C 1.6 -0.3 0.0
C -1.1 -2.1 -2.2
C 1.8 0.1 0.6
C -0.6 1.0 -1.4
C -1.7 -0.3 1.2
C -1.2 0.9 1.9
C -0.7 -0.6 -1.3
C 0.6 0.8 -2.2
C -3.1 0.9 -0.7
C 2.9 -1.4 0.7
C -0.3 0.4 0.2
C -1.9 0.5 0.6
C -0.1 0.9 2.1
C -0.1 0.4 2.9
C 1.3 -0.6 0.1
C -0.8 1.7 -1.6
C 0.8 -2.0 -1.7
C -1.2 -1.4 0.8
C 0.9 -0.8 -1.3
C -0.2 1.3 1.4
C -1.0 0.7 0.4
C 1.3 0.3 0.2
C 0.4 -0.7 0.3
C -0.3 1.9 -0.3
C 0.4 -0.2 0.4
C 0.1 0.3 0.4
C 0.4 -0.5 -0.2
C -0.9 -0.8 -1.2
C 0.4 0.0 1.4
C 1.7 -1.2 0.7
C -0.6 0.0 0.5
C 1.4 0.1 1.1
C -2.2 0.8 1.3
C -2.2 -0.5 -0.6
C 1.4 -0.6 0.7
C 1.4 1.1 0.0
C -1.4 0.5 -1.6
C -0.4 -0.6 -1.6
C 0.5 -1.3 -1.4
C 1.2 -0.6 -1.2
C 0.9 -0.2 0.6
C -0.2 0.7 -1.3
C -0.6 0.2 -0.5
C -0.5 0.2 -0.7
B -0.5 0.0 0.4
H -0.5 -0.3 0.4
H 0.1 -0.5 -0.4
H 0.1 0.6 -0.9
H 1.9 -0.4 0.0
H -0.3 -0.6 1.3
H 0.4 -0.1 -0.7
H 0.5 0.2 1.0
H 0.0 0.4 -0.2
H 0.5 -0.3 -0.3
H 0.2 -0.3 0.2
H -1.0 -0.1 0.5
H -0.2 0.5 -0.2
H -0.7 -0.7 0.5
H -0.6 -0.4 -0.5
H -0.1 0.2 0.6
H 0.4 -0.2 0.1
H 0.5 0.4 -0.8
H -1.3 1.3 -1.0
H 0.5 0.3 0.1
H 0.1 0.2 -0.3
H -0.5 -0.1 -0.1
H 0.0 0.6 -0.2
H 0.6 -0.2 -0.1
H 0.4 0.2 0.4
H 0.3 -0.6 0.9
H 0.0 -0.2 -0.1
H 0.0 -0.1 -0.4
H 1.1 0.0 0.2
H 0.1 -0.1 -0.2
H 0.4 -0.4 0.4
H 0.0 0.3 0.6
H -0.1 0.1 -1.0
H -0.3 0.3 0.8
H -0.9 0.0 -0.3
H 0.6 -0.1 -0.1
H 0.1 -0.2 0.1
H 0.0 -0.2 0.2
H 0.2 0.4 -0.1
H -0.1 -0.3 1.0
H -0.3 0.6 -1.2
H -0.1 0.9 0.8
H 0.4 0.0 -0.2
H 0.4 0.1 0.0
H 0.5 -0.7 0.0
H 0.3 -0.2 0.4
H -0.5 -0.2 0.2
H 0.2 -0.9 0.1
H 0.4 -0.9 -0.9
H 0.2 0.4 -0.4
H -0.3 0.6 0.0
H 0.2 0.3 0.1
H -0.2 0.0 -1.1
H 0.7 0.3 0.0
H -0.3 1.0 0.1
H 1.3 0.4 -0.3
H 0.7 -0.6 -1.8

## Properties
gap between HOMO and LUMO (alpha / beta)	0.2292 / 0.1980	hartree
lowest unoccupied orbital energy (alpha / beta)	-3.80 / -3.79	eV
total charge	+1
relative energy (zero: lowest compared OMol25 entry of this formula, charge and spin)	192.0	kJ/mol


Formula: C4H13NO2
Source: OMol25
Level of theory: wB97M-V/def2-TZVPD

CARTESIAN COORDINATES (ANGSTROEM)
1 O 3.6712 4.2169 2.5705
2 O -2.1570 -0.9094 5.7827
3 N -1.1353 0.1784 -1.3645
4 C 0.3779 0.3270 -1.4826
5 C 0.9147 -0.9905 -2.0870
6 C -1.5291 -1.1414 -1.9367
7 C -0.2958 -1.8933 -2.5231
8 H 0.7768 0.5095 -0.5370
9 H 0.3765 1.1974 -2.1524
10 H -1.4843 0.2358 -0.4226
11 H -2.4216 -0.8232 -2.6439
12 H -0.1867 -1.7496 -3.5954
13 H 2.8391 4.7237 2.3910
14 H 1.4046 -1.4485 -1.1502
15 H -0.1365 -2.8917 -2.2087
16 H -1.9896 -1.9276 -1.1850
17 H -1.9229 -0.6341 6.6822
18 H 4.2573 4.6750 3.3051
19 H -2.9354 -0.5135 5.5429
20 H 1.5760 -1.1409 -2.9851

Cartesian forces, eV/Å:
O 0.9 1.4 1.7
O 3.3 -1.6 1.2
N 0.9 -1.7 -0.2
C -2.6 0.2 -2.8
C 0.7 -2.0 1.9
C -2.7 -1.0 0.1
C 0.2 3.6 -0.3
H 0.9 0.6 1.3
H 1.2 -0.1 0.3
H 0.3 0.1 0.3
H 1.9 -1.4 0.8
H -0.9 -0.8 -0.3
H 1.4 -0.3 0.7
H -0.3 0.2 -1.7
H -0.3 -0.9 0.2
H 0.6 1.9 -0.9
H -0.3 0.0 -0.5
H -2.4 -1.1 -2.4
H -3.0 1.6 -0.7
H 0.0 1.4 1.3

## Properties
gap between HOMO and LUMO	0.3434	hartree
lowest unoccupied orbital energy	0.88	eV
total charge	0
relative energy (zero: lowest compared OMol25 entry of this formula, charge and spin)	231.3	kJ/mol


Formula: C6H12AlF3O3
Source: OMol25
Level of theory: wB97M-V/def2-TZVPD

CARTESIAN COORDINATES (ANGSTROEM)
1 Al -1.8545 1.0254 1.6045
2 F 4.8127 -4.7771 -2.9197
3 F 4.3416 -4.3998 -0.9045
4 F 2.7209 -4.7893 -2.1647
5 O 3.3321 -2.2168 -3.7230
6 O 3.0273 -1.8605 -1.4699
7 O -5.7530 4.2707 4.8114
8 C 3.8646 -2.5528 -2.3852
9 C -6.1153 5.2766 5.7871
10 C 3.6335 -2.8335 -6.0200
11 C -6.5305 4.6237 7.1038
12 C 3.9672 -4.1537 -2.1534
13 C 4.2387 -2.0795 -4.8111
14 H 2.6123 -2.5279 -6.2478
15 H -6.6064 3.9243 4.5404
16 H 4.3235 -2.8361 -6.8639
17 H 4.8835 -2.1724 -2.4573
18 H 4.1275 -1.0187 -5.0356
19 H -7.2150 3.7773 7.0475
20 H -6.8319 5.3564 7.8525
21 H 3.4538 -3.8298 -5.6161
22 H -5.2738 5.9350 6.0025
23 H 5.3213 -2.2018 -4.7796
24 H -6.8297 5.9331 5.2905
25 H -5.6501 4.1271 7.5116

Cartesian forces, eV/Å:
Al -0.1 0.1 0.1
F -0.3 1.0 -1.1
F 0.6 1.6 -0.1
F 1.7 2.0 -1.4
O 2.1 -1.9 2.3
O 3.9 -3.1 -3.1
O 0.2 0.5 0.4
C -5.7 3.7 -0.2
C 0.0 -0.2 -0.1
C -0.7 -0.6 1.3
C 0.6 -0.3 0.2
C -2.2 -3.9 2.7
C -1.0 0.8 -1.8
H 0.3 0.5 -0.4
H 0.0 -0.3 -0.2
H -0.2 0.2 0.1
H 1.0 0.2 0.8
H 0.0 0.6 -0.3
H -0.6 0.5 -0.4
H -0.3 0.0 -0.1
H 0.4 -0.4 -0.4
H 0.4 -0.3 -0.3
H 0.0 -0.7 1.4
H -0.5 -0.1 0.4
H 0.3 0.2 0.0

## Properties
gap between HOMO and LUMO	0.0379	hartree
lowest unoccupied orbital energy	-12.71	eV
total charge	+2
relative energy (zero: lowest compared OMol25 entry of this formula, charge and spin)	88.9	kJ/mol


Formula: C4H7N2
Source: OMol25
Level of theory: wB97M-V/def2-TZVPD

CARTESIAN COORDINATES (ANGSTROEM)
1 N -0.6274 0.2643 0.0709
2 N 1.3413 -0.2513 -0.6045
3 C -1.6634 0.6459 0.9527
4 C 0.4904 -0.8654 -1.3113
5 C 2.2564 0.3786 -0.0319
6 C -0.7448 -0.8179 -0.6149
7 H -1.1596 1.0056 1.9140
8 H -1.5491 -1.5799 -0.3681
9 H 2.3486 1.3761 -0.1200
10 H 3.0959 -0.1335 0.4433
11 H -2.1521 1.5410 0.6752
12 H 0.7925 -1.4457 -2.1933
13 H -2.4287 -0.1179 1.1880

Cartesian forces, eV/Å:
N -3.1 0.4 -0.4
N 2.8 -0.1 -1.4
C 0.4 -0.5 2.9
C 1.9 -1.5 0.0
C 0.3 -3.9 -0.6
C -2.0 0.4 2.6
H -0.6 -0.8 -0.9
H 1.0 0.8 -1.2
H -0.1 3.6 -0.4
H -0.5 -0.3 0.4
H -0.4 1.0 -1.0
H -0.1 0.7 0.1
H 0.4 0.2 -0.1

## Properties
gap between HOMO and LUMO	0.3404	hartree
lowest unoccupied orbital energy	-5.51	eV
total charge	+1
relative energy (zero: lowest compared OMol25 entry of this formula, charge and spin)	457.4	kJ/mol


Computed max |F|, in the same sequence as the records: 0.1060, 0.0721, 0.0749, 0.1318, 0.0761 hartree/bohr.